A | {"formula": "C2H11N4", "method": "the ωB97M-V functional and the def2-TZVPD basis", "orbital_gap_ev": 8.3663, "homo_energy_ev": -12.97, "charge": 1, "lumo_ev": -4.604, "mol_weight_g_mol": 91.14, "species": ["C", "C", "N", "N", "N", "N", "H", "H", "H", "H", "H", "H", "H", "H", "H", "H", "H"], "positions_angstrom": [[0.328, 1.321, 1.113], [0.592, 0.414, -0.099], [1.602, 1.768, 1.674], [0.327, 0.885, -1.300], [-1.442, -2.727, -0.550], [-1.198, -1.256, -0.563], [-0.040, 0.542, 1.856], [-0.464, 2.027, 1.054], [1.110, -0.516, 0.055], [2.043, 2.427, 0.988], [2.239, 0.990, 1.642], [0.380, 0.426, -2.178], [-0.311, 1.700, -1.298], [-1.693, -3.128, 0.374], [-2.130, -0.847, -0.480], [-0.860, -1.000, -1.610], [-0.482, -3.024, -0.677]]}



B | {"formula": "C2H11N4", "method": "the ωB97M-V functional and the def2-TZVPD basis", "orbital_gap_ev": [6.2419, 9.4716], "homo_energy_ev": [-11.11, -12.60], "charge": 1, "lumo_ev": [-4.868, -3.126], "mol_weight_g_mol": 91.14, "species": ["C", "C", "N", "N", "N", "N", "H", "H", "H", "H", "H", "H", "H", "H", "H", "H", "H"], "positions_angstrom": [[-0.290, 1.565, -0.419], [0.212, 0.184, -0.361], [-0.468, -0.889, -0.121], [3.445, -0.369, 0.484], [2.937, -0.413, -0.700], [-3.055, -0.678, 0.264], [-1.438, 1.748, -0.380], [0.048, 2.079, -1.360], [0.189, 2.125, 0.471], [-1.626, -1.020, 0.234], [0.041, -1.802, -0.062], [3.767, 0.310, 1.180], [3.649, -1.356, 0.781], [2.850, 0.368, -1.319], [-3.289, 0.164, -0.132], [-3.651, -1.492, 0.205], [-3.322, -0.524, 1.236]]}



It comes down to A, which is 2.132 eV more stable than the next structure.



A | {"formula": "H2N2O2S", "method": "the ωB97M-V functional and the def2-TZVPD basis", "orbital_gap_ev": [10.3849, 8.8038], "homo_energy_ev": [-11.45, -11.44], "lumo_ev": [-1.062, -2.632], "mol_weight_g_mol": 94.09, "species": ["N", "N", "O", "O", "S", "H", "H"], "positions_angstrom": [[-0.318, -1.018, -0.012], [1.770, 0.256, -0.377], [-2.745, -0.621, 0.145], [-1.278, 1.388, 0.019], [-1.449, -0.027, 0.023], [2.264, -0.630, -0.358], [1.757, 0.653, 0.560]]}



B | {"formula": "H2N2O2S", "method": "the ωB97M-V functional and the def2-TZVPD basis", "orbital_gap_ev": 7.9272, "homo_energy_ev": -8.86, "lumo_ev": -0.936, "mol_weight_g_mol": 94.09, "species": ["N", "N", "O", "O", "S", "H", "H"], "positions_angstrom": [[-0.651, -0.931, 0.150], [0.396, -1.208, 0.489], [-1.887, 1.002, -0.076], [1.401, 0.814, 0.128], [-2.087, -0.415, -0.070], [1.372, 0.823, -0.886], [1.455, -0.086, 0.265]]}



It comes down to B, which is 1.800 eV more stable than the next structure.



A | {"formula": "CH11N3O3", "method": "the ωB97M-V functional and the def2-TZVPD basis", "orbital_gap_ev": 4.4503, "homo_energy_ev": -9.55, "lumo_ev": -5.104, "mol_weight_g_mol": 113.12, "species": ["N", "C", "N", "N", "H", "H", "H", "H", "H", "H", "H", "O", "H", "H", "O", "H", "H", "O"], "positions_angstrom": [[-1.300, -0.174, 1.860], [-1.428, 0.025, 0.429], [-0.968, -1.039, -0.331], [-0.792, 1.308, 0.121], [-1.473, 0.701, 2.329], [-0.312, -0.405, 1.996], [-1.470, -1.894, -0.059], [-2.499, 0.248, 0.182], [0.238, 1.302, 0.051], [0.444, -1.215, 0.210], [1.827, -0.587, 0.495], [1.225, -1.278, 0.820], [2.714, 1.295, -0.489], [-1.059, 1.589, -0.823], [1.811, 1.050, -0.262], [0.138, -0.615, -1.837], [1.210, 0.542, -1.688], [0.641, 0.022, -2.335]]}



B | {"formula": "CH11N3O3", "method": "the ωB97M-V functional and the def2-TZVPD basis", "orbital_gap_ev": 10.1088, "homo_energy_ev": -9.49, "smiles": "N=C(N)N.O.O.O", "lumo_ev": 0.615, "mol_weight_g_mol": 113.12, "species": ["N", "C", "N", "N", "H", "H", "H", "H", "H", "O", "H", "H", "O", "H", "H", "O", "H", "H"], "positions_angstrom": [[-0.723, -0.719, 0.562], [-0.950, 0.084, 1.536], [-1.255, -0.178, 2.899], [-0.901, 1.479, 1.212], [-1.278, -1.535, 0.809], [-1.927, 0.602, 3.277], [-0.880, -1.152, 3.101], [-0.594, 2.037, 2.018], [-0.260, 1.764, 0.568], [-0.905, 0.464, -3.764], [-1.194, 1.042, -4.489], [-0.901, -0.425, -4.161], [3.149, -1.843, 0.457], [3.091, -2.271, -0.397], [2.589, -1.048, 0.400], [1.025, 0.815, -1.634], [0.609, 0.150, -1.065], [0.445, 0.773, -2.466]]}



It comes down to B, which is 6.114 eV more stable than the next structure.



A | {"formula": "CH5NO", "method": "the ωB97M-V functional and the def2-TZVPD basis", "orbital_gap_ev": 11.1856, "homo_energy_ev": -10.28, "smiles": "C=O.N", "lumo_ev": 0.905, "mol_weight_g_mol": 47.06, "species": ["C", "O", "H", "H", "N", "H", "H", "H"], "positions_angstrom": [[-2.117, 0.014, -0.050], [-1.238, -0.780, 0.084], [-2.918, -0.238, -0.711], [-2.063, 0.955, 0.530], [2.088, -0.351, -0.081], [2.855, 0.239, -0.381], [1.307, 0.286, -0.327], [2.086, -0.125, 0.936]]}



B | {"formula": "CH5NO", "method": "the ωB97M-V functional and the def2-TZVPD basis", "orbital_gap_ev": [8.7689, 8.4031], "homo_energy_ev": [-8.35, -8.08], "lumo_ev": [0.415, 0.323], "mol_weight_g_mol": 47.06, "species": ["C", "N", "O", "H", "H", "H", "H", "H"], "positions_angstrom": [[-0.890, 0.054, -0.910], [1.002, -0.152, 1.115], [-0.177, -0.686, 0.839], [0.037, -0.397, -1.424], [-0.942, 1.095, -0.660], [-1.840, -0.548, -0.787], [1.147, 0.805, 1.485], [1.665, -0.169, 0.342]]}



It comes down to A, which is 3.509 eV more stable than the next structure.



A | {"formula": "C3H4S4", "method": "the ωB97M-V functional and the def2-TZVPD basis", "orbital_gap_ev": 8.2521, "homo_energy_ev": -8.49, "lumo_ev": -0.242, "mol_weight_g_mol": 168.33, "species": ["C", "C", "C", "S", "S", "S", "S", "H", "H", "H", "H"], "positions_angstrom": [[-2.225, 0.497, -0.115], [-0.032, -1.070, 0.476], [-0.324, 0.257, -0.089], [-2.744, 2.004, -0.102], [-3.048, -1.005, -0.274], [-1.437, -2.264, 0.178], [-0.007, 0.187, -1.940], [0.789, -1.730, 0.147], [-0.021, -1.029, 1.610], [-0.077, 1.167, 0.336], [0.370, 1.489, -2.274]]}



B | {"formula": "C3H4S4", "method": "the ωB97M-V functional and the def2-TZVPD basis", "orbital_gap_ev": [7.2440, 7.2454], "homo_energy_ev": [-8.00, -8.00], "lumo_ev": [-0.751, -0.751], "mol_weight_g_mol": 168.33, "species": ["C", "C", "C", "S", "S", "S", "S", "H", "H", "H", "H"], "positions_angstrom": [[-0.119, -1.086, 0.918], [-0.745, -1.742, 0.116], [0.628, 1.537, 0.145], [2.101, 2.060, 2.575], [0.365, 2.076, 1.713], [-0.612, 1.344, -0.999], [2.257, 0.998, -0.199], [0.654, -0.990, 1.684], [-1.327, -2.049, -0.702], [-1.480, 1.820, -0.120], [1.744, 0.678, -1.517]]}



It comes down to A, which is 1.752 eV more stable than the next structure.



A | {"formula": "C5H12FN", "method": "the ωB97M-V functional and the def2-TZVPD basis", "orbital_gap_ev": 9.8581, "homo_energy_ev": -8.92, "smiles": "C=C(C)CC.NF", "lumo_ev": 0.934, "mol_weight_g_mol": 105.16, "species": ["C", "C", "C", "C", "C", "H", "H", "H", "H", "H", "H", "H", "H", "H", "H", "N", "F", "H", "H"], "positions_angstrom": [[-0.721, 0.988, -1.601], [-0.467, 0.237, -0.497], [-0.244, 1.001, 0.825], [-0.696, -1.226, -0.613], [-1.517, -2.020, 0.406], [-1.082, 0.457, -2.496], [-0.692, 2.064, -1.688], [0.281, 1.931, 0.679], [-1.254, 1.272, 1.198], [0.458, 0.502, 1.561], [0.343, -1.682, -0.675], [-1.162, -1.567, -1.519], [-2.542, -1.659, 0.276], [-1.491, -3.049, 0.201], [-1.390, -1.854, 1.446], [2.724, 1.241, 0.689], [3.348, 0.044, 1.050], [2.769, 1.278, -0.305], [3.334, 2.043, 1.064]]}



B | {"formula": "C5H12FN", "method": "the ωB97M-V functional and the def2-TZVPD basis", "orbital_gap_ev": [9.2113, 9.2992], "homo_energy_ev": [-8.92, -9.00], "lumo_ev": [0.287, 0.300], "mol_weight_g_mol": 105.16, "species": ["C", "C", "C", "C", "C", "N", "F", "H", "H", "H", "H", "H", "H", "H", "H", "H", "H", "H", "H"], "positions_angstrom": [[1.141, 1.073, 0.507], [0.442, -1.408, 0.347], [0.102, -0.014, -1.555], [-1.069, 0.615, 0.655], [0.186, 0.051, -0.003], [-2.797, -0.363, -0.444], [-3.913, 0.344, 0.110], [1.106, 2.053, -0.150], [0.862, 1.277, 1.507], [2.190, 0.740, 0.337], [1.572, -1.548, 0.362], [0.102, -1.679, 1.339], [-0.092, -2.065, -0.414], [-0.719, -0.738, -2.040], [1.013, -0.500, -1.890], [-0.124, 0.963, -2.093], [-1.244, 1.648, 0.366], [-1.326, 0.436, 1.752], [-2.762, -1.050, 0.253]]}



It comes down to A, which is 2.015 eV more stable than the next structure.